## A
Density functional theory data (ωB97M-V with the def2-TZVPD basis set) for a 2-piece molecular cluster, C2HNO overall.

Results
- net charge = 0
- HOMO-LUMO gap (eV) = 13.21

```
5
Properties=species:S:1:pos:R:3:mulliken_charge:R:1
O -1.848 -1.435 -0.916 -0.098
C -1.569 -0.386 -0.597 0.023
C 1.114 0.625 0.499 0.241
N 2.207 0.556 0.855 -0.322
H 0.095 0.640 0.159 0.157
```

## B
Density functional theory data (ωB97M-V with the def2-TZVPD basis set) for C2HNO as an isolated structure.

Results
- net charge = 0
- HOMO-LUMO gap (eV) = 10.90

```
5
Properties=species:S:1:pos:R:3:mulliken_charge:R:1
C -0.030 0.761 0.097 0.246
C -0.021 -1.184 0.242 0.098
N -0.011 -2.300 0.038 -0.288
O -0.189 1.828 0.676 -0.308
H 0.251 0.895 -1.053 0.252
```

What is the most stable structure shown above? It is A.